No. 1
DFT (ωB97M-V with the def2-TZVPD basis set) results for a structure of composition C43H52CdN6OSi.

Properties
- ΔE to the lowest compared entry with this formula, charge and spin (kJ/mol) = 0.0
- Kohn-Sham gap (eV) = 7.68
- HOMO energy (eV) = -7.64
- largest force on an atom (eV Å⁻¹) = 0.378

The geometry in ORCA input format:
```
! RIJCOSX wB97M-V def2-TZVPD def2/J DEFGRID3
* xyz 0 1
Cd 0.5324 0.3747 0.2491
C 3.1716 1.5037 -3.1016
C 3.8011 2.3598 -2.0335
C 5.1544 2.6743 -2.0511
C 5.7138 3.4747 -1.0655
C 4.9178 3.9495 -0.0334
C 3.5610 3.6494 0.0222
C 2.6946 4.1249 1.1588
C 3.0180 2.8741 -1.0013
N 1.6292 2.5579 -0.9869
C 0.8049 3.4406 -1.3702
C 1.1734 4.8115 -1.8810
C -0.6741 3.0867 -1.3688
C -1.6375 4.1472 -1.8257
N -0.9965 1.9079 -1.0371
C -2.3720 1.5101 -1.0543
C -3.2188 1.9284 -0.0295
C -2.7036 2.7651 1.1158
C -4.5493 1.5269 -0.0746
C -5.0181 0.7380 -1.1113
C -4.1481 0.3187 -2.1084
C -2.8077 0.6835 -2.0889
C -1.8441 0.2105 -3.1414
H 3.9330 1.0911 -3.7638
H 2.4711 2.0794 -3.7136
H 2.6052 0.6831 -2.6580
H 5.7740 2.2854 -2.8525
H 6.7677 3.7216 -1.0975
H 5.3521 4.5625 0.7492
H 3.3093 4.4957 1.9783
H 2.0678 3.3143 1.5321
H 2.0285 4.9380 0.8525
H 2.2464 4.9701 -1.8480
H 0.6822 5.5902 -1.2933
H 0.8348 4.9285 -2.9129
H -1.3695 4.5018 -2.8226
H -1.6028 5.0090 -1.1559
H -2.6524 3.7623 -1.8514
H -1.7063 2.4460 1.4253
H -3.3669 2.6719 1.9733
H -2.6478 3.8262 0.8523
H -5.2144 1.8216 0.7294
H -6.0573 0.4324 -1.1332
H -4.5072 -0.3179 -2.9097
H -2.3534 -0.4143 -3.8757
H -1.0596 -0.3808 -2.6634
H -1.3712 1.0427 -3.6692
N 5.5503 -0.9610 0.2763
C 6.0891 -0.1228 1.2235
C 5.0459 0.6299 1.6704
N 3.8839 0.2751 1.0265
C 4.2181 -0.6792 0.2022
C 3.2888 -1.4080 -0.6569
N 2.1205 -0.9888 -1.1046
C 1.5860 -2.0449 -1.8141
C 2.4392 -3.0964 -1.8066
N 3.5199 -2.6808 -1.0588
H 6.0648 -1.6131 -0.2883
H 7.1350 -0.1390 1.4782
H 5.0586 1.4084 2.4159
H 0.6078 -1.9624 -2.2467
H 2.3715 -4.0842 -2.2276
H 4.2953 -3.2576 -0.7844
C -3.2533 -3.2115 -1.7027
C -2.3173 -3.7109 -0.5923
C -3.0334 -4.7685 0.2602
C -1.1147 -4.3924 -1.2603
Si -1.6663 -2.2577 0.4523
O -0.7847 -1.2354 -0.4077
C -3.0803 -1.4335 1.4200
C -2.6949 -0.4708 2.3652
C -3.6187 0.1502 3.1936
C -4.9667 -0.1799 3.1032
C -5.3770 -1.1234 2.1726
C -4.4431 -1.7342 1.3415
C -0.6027 -3.0064 1.8493
C -1.1486 -3.6215 2.9833
C -0.3451 -4.1001 4.0105
C 1.0368 -3.9615 3.9376
C 1.6045 -3.3455 2.8320
C 0.7896 -2.8796 1.8047
H -3.5093 -4.0353 -2.3815
H -2.7759 -2.4237 -2.2925
H -4.1871 -2.8038 -1.3106
H -3.3720 -5.5908 -0.3826
H -3.9090 -4.3713 0.7766
H -2.3684 -5.1926 1.0156
H -1.4399 -5.3148 -1.7579
H -0.3360 -4.6549 -0.5356
H -0.6690 -3.7480 -2.0208
H -1.6448 -0.2108 2.4635
H -3.2869 0.8850 3.9184
H -5.6894 0.2919 3.7584
H -6.4248 -1.3879 2.0949
H -4.7989 -2.4539 0.6154
H -2.2269 -3.7098 3.0780
H -0.7963 -4.5691 4.8771
H 1.6639 -4.3237 4.7436
H 2.6795 -3.2118 2.7779
H 1.2424 -2.3950 0.9464
C 0.7695 0.8369 2.3469
H 0.0988 1.6353 2.6799
H 1.8012 1.1353 2.5320
H 0.5551 -0.0582 2.9355
*
```

Here are the Mulliken charges for atoms 1 to 99, given in e: atom 1 (Cd): 4.895, atom 2 (C): -1.402, atom 3 (C): 1.055, atom 4 (C): -0.978, atom 5 (C): -1.059, atom 6 (C): -0.801, atom 7 (C): 1.418, atom 8 (C): -1.343, atom 9 (C): -1.256, atom 10 (N): 0.618, atom 11 (C): 1.151, atom 12 (C): -1.956, atom 13 (C): 0.455, atom 14 (C): -2.090, atom 15 (N): 0.880, atom 16 (C): -0.714, atom 17 (C): 1.621, atom 18 (C): -1.931, atom 19 (C): -0.676, atom 20 (C): -1.233, atom 21 (C): -0.656, atom 22 (C): 0.586, atom 23 (C): -1.399, atom 24 (H): 0.428, atom 25 (H): 0.315, atom 26 (H): 0.084, atom 27 (H): 0.404, atom 28 (H): 0.415, atom 29 (H): 0.442, atom 30 (H): 0.469, atom 31 (H): 0.073, atom 32 (H): 0.233, atom 33 (H): 0.434, atom 34 (H): 0.376, atom 35 (H): 0.444, atom 36 (H): 0.471, atom 37 (H): 0.362, atom 38 (H): 0.440, atom 39 (H): 0.164, atom 40 (H): 0.510, atom 41 (H): 0.427, atom 42 (H): 0.418, atom 43 (H): 0.415, atom 44 (H): 0.406, atom 45 (H): 0.454, atom 46 (H): -0.022, atom 47 (H): 0.400, atom 48 (N): -0.027, atom 49 (C): -0.898, atom 50 (C): -0.449, atom 51 (N): 0.198, atom 52 (C): -0.224, atom 53 (C): -0.073, atom 54 (N): 0.220, atom 55 (C): -0.200, atom 56 (C): -1.124, atom 57 (N): 0.036, atom 58 (H): 0.183, atom 59 (H): 0.448, atom 60 (H): 0.456, atom 61 (H): 0.257, atom 62 (H): 0.468, atom 63 (H): 0.219, atom 64 (C): -1.271, atom 65 (C): 2.386, atom 66 (C): -1.860, atom 67 (C): -1.600, atom 68 (Si): -1.372, atom 69 (O): -0.884, atom 70 (C): 1.008, atom 71 (C): -0.481, atom 72 (C): -0.482, atom 73 (C): -0.824, atom 74 (C): -0.836, atom 75 (C): -0.309, atom 76 (C): 0.193, atom 77 (C): -0.253, atom 78 (C): -0.776, atom 79 (C): -0.764, atom 80 (C): -0.562, atom 81 (C): 0.315, atom 82 (H): 0.584, atom 83 (H): 0.036, atom 84 (H): 0.160, atom 85 (H): 0.575, atom 86 (H): 0.217, atom 87 (H): 0.373, atom 88 (H): 0.545, atom 89 (H): 0.260, atom 90 (H): 0.196, atom 91 (H): -0.015, atom 92 (H): 0.556, atom 93 (H): 0.337, atom 94 (H): 0.418, atom 95 (H): 0.122, atom 96 (H): 0.376, atom 97 (H): 0.415, atom 98 (H): 0.367, atom 99 (H): 0.453

No. 2
DFT (ωB97M-V with the def2-TZVPD basis set) results for a structure of composition C43H52ClCsN12O4S2 at a distorted geometry.

Properties
- ΔE to the lowest compared entry with this formula, charge and spin (kJ/mol) = 100.3
- Kohn-Sham gap (eV) = 6.73
- HOMO energy (eV) = -6.59
- largest force on an atom (eV Å⁻¹) = 3.306

The geometry in ORCA input format:
```
! RIJCOSX wB97M-V def2-TZVPD def2/J DEFGRID3
* xyz 0 1
Cs 1.1746 -0.9088 0.6700
N 1.4686 -4.7175 -0.1096
N 2.7235 -5.1428 0.4017
C 3.5656 -4.1211 0.7944
N 4.8054 -4.5077 1.2191
N 2.8829 -3.0828 1.3756
N 3.5414 -2.0660 1.8571
O 2.8317 -1.2166 2.4574
O 4.7669 -1.8610 1.6978
H 0.8791 -5.5359 -0.1702
H 1.5963 -4.3255 -1.0414
H 3.2120 -5.7809 -0.2171
H 5.2367 -5.1948 0.6193
H 5.3997 -3.7056 1.3871
C 0.4869 -0.3497 4.5842
C -0.5554 -1.3584 4.1823
N -0.7605 -2.3784 5.0567
O -1.1820 -1.2775 3.1337
H 0.5457 -0.2250 5.6657
H 0.2483 0.6037 4.1202
H 1.4593 -0.6829 4.2125
H -0.1410 -2.5231 5.8329
H -1.3430 -3.1432 4.7610
N 1.1824 2.2512 0.9822
S 2.3982 1.8349 1.8835
C 3.9404 2.6042 1.3976
C 4.0219 3.9670 1.1517
C 5.2310 4.5034 0.7445
C 6.3460 3.6804 0.5977
C 6.2533 2.3210 0.8512
C 5.0383 1.7698 1.2467
C 2.2560 2.6206 3.5060
C 3.2751 2.5119 4.4464
C 3.0965 3.0672 5.7037
C 1.9111 3.7257 6.0164
C 0.9003 3.8226 5.0717
C 1.0679 3.2598 3.8102
H 1.0869 3.2628 0.8948
H 3.1523 4.6022 1.2804
H 5.3098 5.5644 0.5463
H 7.2907 4.1066 0.2844
H 7.1217 1.6842 0.7381
H 4.9476 0.7048 1.4467
H 4.1986 1.9996 4.1994
H 3.8853 2.9884 6.4414
H 1.7777 4.1608 6.9990
H -0.0258 4.3275 5.3156
H 0.2801 3.3016 3.0661
N 2.4041 1.3820 -6.4593
C 1.7849 1.3955 -5.4911
C 1.0039 1.4289 -4.2777
C -0.0398 2.3357 -4.1323
C -0.7629 2.3269 -2.9551
C -0.4164 1.4136 -1.9709
N 0.5863 0.5457 -2.1005
C 1.2842 0.5528 -3.2314
H -0.2711 3.0277 -4.9313
H -1.5823 3.0159 -2.7985
H -0.9582 1.3818 -1.0302
H 2.0968 -0.1619 -3.3177
S 3.9071 -3.4601 -1.5571
C 5.1925 -2.3637 -2.0762
C 5.9824 -2.7192 -3.1778
C 6.9630 -1.8663 -3.6656
C 7.1914 -0.6346 -3.0643
C 6.4209 -0.2727 -1.9686
C 5.4360 -1.1227 -1.4783
H 5.8091 -3.6773 -3.6522
H 7.5530 -2.1673 -4.5239
H 7.9520 0.0334 -3.4487
H 6.5789 0.6881 -1.4918
H 4.8494 -0.8305 -0.6181
C -4.0562 0.7387 -1.3973
C -4.8390 0.3509 -2.6589
C -5.9282 1.4173 -2.8536
C -3.9097 0.4439 -3.8790
C -5.4906 -1.0730 -2.5958
O -6.2074 -1.2786 -3.8357
C -6.5572 -1.2779 -1.4859
C -6.2232 -1.6099 -0.0224
C -5.8958 -0.4378 0.8754
C -6.7494 0.6576 0.9759
C -6.4249 1.7551 1.7607
C -5.2280 1.7563 2.4584
Cl -4.8019 3.1426 3.4258
C -4.3690 0.6735 2.3981
C -4.7156 -0.4175 1.6125
C -4.5001 -2.2646 -2.7266
N -3.2875 -2.3096 -1.9193
C -2.0176 -2.0446 -2.2726
N -1.2038 -2.2522 -1.2593
C -2.0502 -2.6721 -0.2794
N -3.3131 -2.7267 -0.6374
H -3.5351 1.6820 -1.5899
H -3.3063 0.0018 -1.1048
H -4.7153 0.9026 -0.5444
H -5.4529 2.4003 -2.8752
H -6.6519 1.4355 -2.0373
H -6.4581 1.3005 -3.8018
H -3.6738 1.4926 -4.0707
H -4.3831 0.0364 -4.7725
H -2.9604 -0.0632 -3.7154
H -7.0257 -0.7728 -3.7992
H -7.1595 -2.1064 -1.8647
H -7.2141 -0.4051 -1.5037
H -5.4112 -2.3291 0.0327
H -7.1071 -2.1104 0.3836
H -7.6855 0.6675 0.4260
H -7.0902 2.6056 1.8293
H -3.4308 0.6820 2.9374
H -4.0312 -1.2529 1.5429
H -4.1859 -2.2861 -3.7672
H -5.0531 -3.1829 -2.5359
H -1.7289 -1.7199 -3.2610
H -1.7226 -2.9421 0.7151
*
```

Here are the Mulliken charges for atoms 1 to 99, given in e: atom 1 (Cs): 1.107, atom 2 (N): -0.256, atom 3 (N): -0.272, atom 4 (C): -0.055, atom 5 (N): -0.538, atom 6 (N): -0.318, atom 7 (N): 0.791, atom 8 (O): -0.583, atom 9 (O): -0.811, atom 10 (H): 0.258, atom 11 (H): 0.244, atom 12 (H): 0.352, atom 13 (H): 0.296, atom 14 (H): 0.312, atom 15 (C): -0.393, atom 16 (C): 0.524, atom 17 (N): -0.445, atom 18 (O): -0.396, atom 19 (H): 0.446, atom 20 (H): -0.135, atom 21 (H): 0.177, atom 22 (H): 0.185, atom 23 (H): 0.246, atom 24 (N): -0.497, atom 25 (S): 0.624, atom 26 (C): 0.097, atom 27 (C): -0.626, atom 28 (C): -0.774, atom 29 (C): -0.480, atom 30 (C): -0.656, atom 31 (C): -0.023, atom 32 (C): 0.316, atom 33 (C): -0.670, atom 34 (C): -0.645, atom 35 (C): -0.475, atom 36 (C): -0.657, atom 37 (C): -0.135, atom 38 (H): 0.167, atom 39 (H): 0.340, atom 40 (H): 0.405, atom 41 (H): 0.395, atom 42 (H): 0.521, atom 43 (H): 0.540, atom 44 (H): 0.415, atom 45 (H): 0.424, atom 46 (H): 0.403, atom 47 (H): 0.427, atom 48 (H): 0.381, atom 49 (N): -0.498, atom 50 (C): -0.135, atom 51 (C): 0.556, atom 52 (C): -0.287, atom 53 (C): -0.833, atom 54 (C): -0.413, atom 55 (N): 0.198, atom 56 (C): -0.727, atom 57 (H): 0.489, atom 58 (H): 0.523, atom 59 (H): 0.482, atom 60 (H): 0.634, atom 61 (S): -0.362, atom 62 (C): 0.278, atom 63 (C): -0.560, atom 64 (C): -0.497, atom 65 (C): -0.630, atom 66 (C): -0.313, atom 67 (C): -0.068, atom 68 (H): 0.385, atom 69 (H): 0.335, atom 70 (H): 0.384, atom 71 (H): 0.377, atom 72 (H): 0.161, atom 73 (C): -0.913, atom 74 (C): 2.464, atom 75 (C): -2.078, atom 76 (C): -1.735, atom 77 (C): 1.740, atom 78 (O): -0.668, atom 79 (C): -1.540, atom 80 (C): -1.298, atom 81 (C): -0.109, atom 82 (C): 0.213, atom 83 (C): -0.957, atom 84 (C): 0.486, atom 85 (Cl): -0.255, atom 86 (C): -1.037, atom 87 (C): 0.145, atom 88 (C): -2.346, atom 89 (N): 0.855, atom 90 (C): -0.179, atom 91 (N): -0.205, atom 92 (C): -0.633, atom 93 (N): -0.733, atom 94 (H): 0.504, atom 95 (H): -0.198, atom 96 (H): -0.103, atom 97 (H): 0.500, atom 98 (H): 0.386, atom 99 (H): 0.466